This record from OMol25 describes a gas-phase ion, C11H15N2O2 (charge +1). The level of theory is ωB97M-V/def2-TZVPD.

Structure (XYZ):
```
30
Properties=species:S:1:pos:R:3:forces:R:3
C -1.650 -2.963 -0.456 0.557 -2.300 0.793
C -0.790 -1.773 -0.347 -1.702 1.994 -0.335
C -1.151 -0.574 0.192 -0.179 -2.320 -0.377
C -2.405 -0.259 0.970 -0.655 -0.716 -2.062
C -2.725 1.159 0.598 -0.581 1.343 -3.837
C -1.388 1.784 0.020 -0.979 -3.287 -0.874
N -0.404 0.583 -0.007 -0.264 1.770 0.730
C 0.913 0.686 0.023 -1.915 0.748 -0.665
C 1.619 2.005 -0.144 2.348 -2.707 1.566
C 2.993 1.418 -0.705 -2.266 -0.264 -1.526
C 3.090 0.121 0.066 1.472 -0.786 0.472
N 1.732 -0.334 0.129 -1.838 -0.786 -0.111
C 1.345 -1.714 -0.063 1.564 1.118 -1.391
O 2.003 -2.569 0.405 -0.493 -0.667 0.081
O 0.397 -1.797 -1.097 0.282 -0.267 1.843
H -1.605 -3.376 -1.477 0.145 0.306 0.275
H -2.713 -2.861 -0.202 0.496 0.395 0.093
H -1.224 -3.789 0.214 -0.610 0.939 -0.849
H -2.177 -0.196 1.961 0.768 -0.522 3.029
H -3.192 -1.033 0.827 0.464 0.845 0.037
H -3.525 1.280 -0.217 1.217 -0.682 0.870
H -3.080 1.886 1.278 -0.329 -0.012 1.683
H -1.583 2.038 -1.013 0.437 0.612 -0.044
H -1.094 2.531 0.672 1.165 1.558 0.760
H 1.032 2.578 -0.786 -0.492 1.623 -0.715
H 1.812 2.333 0.901 -0.421 0.644 -0.725
H 2.805 1.256 -1.817 0.465 -0.120 1.327
H 3.883 1.965 -0.602 0.826 1.198 0.278
H 3.652 -0.684 -0.434 0.250 0.562 0.439
H 3.429 0.298 1.112 0.266 -0.219 -0.766
```
Forces are in eV/Å.

Values from the calculation:
SMILES string = CC1=C2CCC[N+]2=C2CCCN2C(=O)O1
HOMO level = -12.804 eV
gap between HOMO and LUMO = 9.54 eV
net charge = +1
LUMO level = -3.26 eV

Atom charges from the Mulliken analysis, given in e for atoms 1 to 5: C -1.25; C 0.46; C 0.14; C -0.77; C -0.69

This record from OMol25 describes 2 unconnected molecules or ions with the total composition CCl3F2N. The level of theory is ωB97M-V/def2-TZVPD.

Structure (XYZ):
```
7
Properties=species:S:1:pos:R:3:forces:R:3
F 2.588 -0.027 -0.436 0.644 -0.725 0.347
N 1.410 0.582 -0.255 -2.685 1.027 0.472
C 0.727 0.172 0.742 1.798 -0.879 0.900
F -0.431 0.691 1.111 1.021 -0.175 -0.795
Cl 1.349 -1.031 1.889 -0.724 0.819 -0.852
Cl -3.515 0.396 -1.996 0.812 -0.667 0.550
Cl -2.127 -0.783 -1.055 -0.867 0.600 -0.621
```
Forces are in eV/Å.

Values from the calculation:
SMILES string = F/N=C(/F)Cl.ClCl
HOMO level = -11.182 eV
gap between HOMO and LUMO = 9.64 eV
LUMO level = -1.54 eV

Atom charges from the Mulliken analysis, given in e for atoms 1 to 5: F -0.11; N -0.21; C 0.56; F -0.13; Cl -0.11

This record from OMol25 describes 3 unconnected molecules or ions with the total composition C18H42. The level of theory is ωB97M-V/def2-TZVPD.

Structure (XYZ):
```
60
Properties=species:S:1:pos:R:3:forces:R:3
C 0.315 0.884 -3.363 0.620 0.570 -4.302
C 1.279 0.307 -2.411 2.777 -2.442 -7.561
C 1.446 -1.163 -2.651 13.288 5.563 1.439
C 2.457 -1.765 -1.571 -6.231 -4.141 -1.232
C 2.586 -3.414 -1.632 1.089 5.229 -3.749
C 3.485 -3.851 -0.615 1.322 -1.299 -0.945
H 0.616 0.578 -4.422 0.289 0.820 0.884
H 0.399 1.965 -3.309 -0.651 0.227 -0.207
H -0.697 0.517 -3.502 -0.417 0.004 1.423
H 0.786 0.340 -1.640 -3.880 0.999 9.311
H 2.238 0.767 -2.473 0.468 0.695 0.428
H 1.900 -1.401 -3.579 0.717 0.344 -1.445
H 0.722 -1.655 -2.687 -11.796 -7.236 0.189
H 1.910 -1.613 -0.674 0.058 0.540 1.448
H 3.352 -1.333 -1.577 3.736 1.703 -0.025
H 3.041 -3.532 -2.666 -0.135 -0.297 1.056
H 1.718 -3.977 -1.716 -2.127 -0.488 0.321
H 4.439 -3.435 -0.672 1.677 0.981 -0.366
H 3.611 -4.860 -0.830 0.640 -2.284 0.200
H 3.223 -3.768 0.358 -1.479 0.428 3.082
C 0.891 4.352 -1.463 -0.719 0.058 1.470
C 1.595 3.564 -0.376 -1.039 -5.030 -1.243
C 0.769 3.468 0.928 1.706 -2.339 -1.302
C -0.467 2.609 0.841 -0.895 -0.986 -0.003
C -1.325 2.685 2.169 2.009 2.936 -1.007
C -0.650 2.088 3.439 5.966 4.075 -5.404
H 1.609 4.534 -2.177 1.617 0.835 -1.831
H 0.690 5.260 -0.904 -0.759 0.686 -0.787
H 0.040 3.937 -2.041 0.194 0.050 1.092
H 2.609 3.863 -0.262 0.670 0.759 0.382
H 1.753 2.438 -0.876 -0.375 2.459 1.653
H 0.340 4.341 1.064 -1.955 5.124 0.208
H 1.326 3.482 1.859 0.573 -1.252 -0.028
H -0.185 1.564 0.662 -0.131 -0.054 -0.103
H -1.112 2.954 -0.075 1.094 -0.609 1.726
H -2.109 2.049 2.046 -3.038 -1.089 -0.839
H -1.630 3.890 2.109 0.419 -3.244 1.213
H -1.194 2.040 4.242 -3.055 1.267 4.866
H 0.439 2.731 3.425 -2.995 -1.977 1.291
H -0.396 1.072 3.403 0.693 -1.676 -1.328
C -2.652 -1.568 -1.917 3.024 -1.128 -1.194
C -1.754 -1.877 -0.694 -1.671 -2.270 -1.108
C -2.454 -1.276 0.524 1.375 1.146 -0.153
C -1.779 -1.817 1.806 0.604 6.332 0.046
C -2.420 -1.443 3.134 -2.401 3.021 -1.039
C -1.629 -1.740 4.328 1.361 -0.354 3.177
H -2.580 -0.493 -2.018 -0.351 0.228 -0.859
H -3.649 -1.913 -1.863 -1.145 -0.148 0.642
H -2.223 -2.187 -2.794 -0.504 1.567 0.856
H -0.675 -1.704 -0.941 -0.943 0.816 0.769
H -1.761 -2.972 -0.620 -0.023 -0.150 0.250
H -3.566 -1.379 0.550 0.868 -0.461 -0.294
H -2.283 -0.211 0.225 -0.260 -0.086 1.484
H -0.664 -1.600 1.734 -1.019 1.053 0.528
H -1.606 -2.742 1.620 -0.199 -6.868 -0.545
H -3.495 -1.821 3.192 1.388 0.085 -0.038
H -2.606 -0.279 3.110 0.402 -1.928 -0.134
H -0.594 -1.419 4.294 0.465 -0.107 -0.871
H -1.615 -2.792 4.562 0.176 -0.663 -0.164
H -1.812 -1.305 5.359 -1.092 0.008 -1.329
```
Forces are in eV/Å.

Values from the calculation:
SMILES string = CCCCCC.CCCCCC.CCCCCC
HOMO level = -10.140 eV
gap between HOMO and LUMO = 11.09 eV
LUMO level = 0.95 eV

Atom charges from the Mulliken analysis, given in e for atoms 1 to 5: C -1.34; C 0.24; C -2.30; C -0.88; C -0.43

This record from OMol25 describes a molecular structure, C32H20ClF2IN5O2Ti. The level of theory is ωB97M-V/def2-TZVPD.

Structure (XYZ):
```
64
Properties=species:S:1:pos:R:3:forces:R:3
Ti 0.191 -0.175 0.177 -0.238 0.669 0.384
O 0.856 -2.823 3.197 -0.106 -0.006 0.035
C 0.904 -1.979 2.309 0.188 0.004 -0.004
N 0.032 -1.003 2.028 0.000 -0.263 -0.170
C -1.263 -1.030 2.677 0.102 0.116 0.132
C -2.334 -1.198 1.631 -0.029 0.031 -0.034
C -3.484 -1.936 1.878 0.005 0.027 0.016
C -4.406 -2.116 0.865 -0.024 -0.023 0.019
C -4.152 -1.556 -0.378 0.019 0.017 0.009
C -2.989 -0.831 -0.539 0.048 0.119 -0.061
N -2.102 -0.628 0.439 0.208 -0.270 0.108
C 2.117 -1.987 1.374 -0.154 -0.195 0.248
C 3.115 -2.923 1.581 0.064 0.135 -0.086
C 4.211 -2.914 0.736 0.047 -0.092 0.050
C 4.275 -1.979 -0.287 -0.065 0.078 -0.034
C 3.222 -1.094 -0.438 0.000 -0.008 0.016
N 2.167 -1.099 0.374 -0.025 -0.181 0.052
H -1.441 -0.079 3.193 0.023 -0.007 0.036
H -1.318 -1.823 3.423 -0.019 -0.052 -0.042
H -3.621 -2.386 2.852 -0.022 -0.009 -0.008
H -5.298 -2.705 1.033 0.002 0.006 -0.005
H -4.824 -1.689 -1.213 -0.007 -0.003 0.005
H -2.743 -0.407 -1.505 0.001 -0.021 -0.010
H 2.993 -3.622 2.395 0.022 -0.007 0.001
H 5.010 -3.633 0.869 0.002 0.010 -0.012
H 5.112 -1.936 -0.970 0.015 -0.026 0.016
H 3.208 -0.362 -1.237 0.016 -0.001 -0.013
F -2.868 3.809 -2.046 0.012 -0.004 0.001
C -1.803 3.572 -1.252 -0.047 0.073 -0.017
C -1.479 2.274 -0.920 0.010 0.091 0.021
C -0.390 1.989 -0.096 -0.109 -0.431 -0.224
C 0.370 3.071 0.382 0.059 0.073 0.068
C 0.005 4.363 0.005 0.111 0.103 0.031
F 0.718 5.437 0.432 -0.057 -0.004 -0.032
C -1.070 4.653 -0.806 -0.003 -0.111 0.011
C 1.488 2.768 1.313 -0.103 -0.055 -0.033
C 2.337 3.709 1.902 -0.059 0.000 -0.027
C 3.282 3.289 2.819 0.050 0.040 0.039
C 3.366 1.947 3.146 -0.054 -0.044 -0.022
C 2.507 1.076 2.501 0.034 0.018 0.048
N 1.609 1.463 1.602 -0.067 -0.118 -0.333
H -2.100 1.494 -1.340 0.011 -0.013 0.005
H -1.319 5.671 -1.066 -0.002 0.001 -0.005
H 2.246 4.751 1.648 0.049 -0.016 0.050
H 3.940 4.011 3.285 -0.007 0.005 -0.011
H 4.071 1.574 3.875 0.007 0.016 -0.001
H 2.535 0.019 2.727 0.006 0.007 0.000
Cl 0.124 -2.882 -6.376 -0.008 -0.013 0.040
C 0.018 -2.647 -4.653 0.057 0.191 0.002
C -0.384 -3.670 -3.848 -0.049 -0.117 0.164
C -0.466 -3.518 -2.447 0.100 0.064 -0.332
I -1.076 -5.103 -1.274 -0.062 -0.142 0.162
C -0.130 -2.325 -1.830 0.016 0.188 0.025
O -0.137 -2.106 -0.557 -0.031 0.233 -0.144
C 0.244 -1.243 -2.703 0.039 0.122 0.116
N 0.490 -0.058 -2.072 0.065 -0.106 0.016
C 0.880 0.974 -2.785 0.011 0.057 -0.252
C 1.049 0.911 -4.183 -0.037 0.031 0.262
C 0.773 -0.256 -4.832 0.000 -0.070 -0.084
C 0.347 -1.384 -4.096 -0.014 -0.104 -0.197
H -0.640 -4.623 -4.291 -0.001 0.005 0.007
H 1.048 1.901 -2.250 0.013 -0.007 0.009
H 1.378 1.793 -4.715 -0.001 -0.008 -0.019
H 0.875 -0.334 -5.906 -0.008 -0.006 0.005
```
Forces are in eV/Å.

Values from the calculation:
2S+1 = 2
HOMO level (alpha / beta) = -7.324 / -7.605 eV
gap between HOMO and LUMO (alpha / beta) = 7.16 / 7.32 eV
LUMO level (alpha / beta) = -0.16 / -0.29 eV
expectation value of S² = 0.755

Atom charges from the Mulliken analysis, given in e for atoms 1 to 5: Ti -0.92; O -0.81; C 0.24; N 0.66; C -1.15

DFT total energy
In order: -687.8753, -1673.0370, -710.7045, -3462.9506
Unit: hartree
Maximum force
In order: 4.106, 2.913, 14.477, 0.808
Unit: eV/Å